w.
Density functional theory data (wB97M-V/def2-TZVPD) for an isolated molecule of C3H7N5.

Summary:
* E_LUMO: 0.6 eV
* HOMO-LUMO gap: 9.09 eV
* SMILES: [H]/N=c1/cn[nH]n1NC
* HOMO energy: -0.311 hartree

ORCA input file:
```
! RIJCOSX wB97M-V def2-TZVPD def2/J DEFGRID3
* xyz 0 1
C -1.5899 -0.0776 0.6601
C 2.2011 0.1523 0.0856
C 0.9513 0.8261 -0.3332
H -1.0860 0.7730 1.1170
H -2.6887 0.0389 1.0609
H -1.0016 -0.9361 1.0981
H -1.6441 -0.9451 -1.3899
H 0.2622 -2.1970 -0.7369
H 2.9967 0.7006 0.3626
H -0.3881 2.3286 -0.2545
N -1.2079 -0.0658 -0.7882
N 0.1430 -0.2615 -0.7353
N 0.5302 -1.3955 -0.0989
N 1.8749 -1.0903 0.1155
N 0.6468 2.1494 -0.1630
*
```


x.
Density functional theory data (wB97M-V/def2-TZVPD) for a structure of composition C3H7N5.

Summary:
* E_LUMO: 0.1 eV
* HOMO-LUMO gap: 9.10 eV
* HOMO energy: -0.329 hartree

ORCA input file:
```
! RIJCOSX wB97M-V def2-TZVPD def2/J DEFGRID3
* xyz 0 1
C 1.2195 0.6975 -0.0744
C 0.7824 -0.6439 -0.1818
C -1.9196 -0.5117 0.2452
H -0.2865 0.8138 -1.1882
H 0.0698 2.7741 -0.4842
H 2.0749 0.0576 1.4504
H 2.7451 -1.3457 -0.7621
H -0.7066 -2.1658 0.2523
H -2.3999 -1.3590 0.6336
H -3.0101 1.0615 0.3342
N 0.5638 1.5538 -0.8423
N 1.9506 0.9854 1.0353
N 1.6701 -1.5867 -0.4540
N -0.6031 -1.0854 0.0488
N -2.1502 0.7547 -0.0129
*
```


Which of them is the most stable? Correct choice: x.